A 12-piece molecular cluster, C54H126N6O12 overall at a distorted geometry, computed with ωB97M-V/def2-TZVPD.

LUMO energy in eV: 0.39
HOMO-LUMO gap in eV: 8.24
Energy above the lowest of the compared OMol25 structures with the same formula, charge and spin in kJ/mol: 667.2
SMILES string: CC1(C)CCCC(C)(C)N1O.CC1(C)CCCC(C)(C)N1O.CC1(C)CCCC(C)(C)N1O.CC1(C)CCCC(C)(C)N1O.CC1(C)CCCC(C)(C)N1O.CC1(C)CCCC(C)(C)N1O.O.O.O.O.O.O
2S+1: 1
Max |F| in eV Å⁻¹: 3.6

Positions of all 198 atoms, in Å:
C  0.75458  3.91048  -1.84641
C  1.05976  4.06793  -0.36180
C  0.51276  5.40611  0.07550
C  0.52477  5.54479  1.61065
C  -0.21163  4.41887  2.31431
C  0.18792  2.94974  1.89684
N  0.40038  2.95297  0.37525
O  0.65999  1.71855  -0.18662
C  1.40914  2.28272  2.59095
C  -1.05110  2.00036  2.10917
C  2.60500  4.02513  -0.18310
H  0.99677  4.80296  -2.42339
H  -0.29043  3.74300  -2.10713
H  1.34063  3.09752  -2.27506
H  1.03290  6.29935  -0.27044
H  -0.53279  5.52374  -0.20924
H  -0.07164  6.40118  1.92528
H  1.55476  5.66410  1.94677
H  -1.28434  4.51164  2.48401
H  0.15296  4.45857  3.34076
H  1.22153  1.70469  3.49581
H  1.91597  1.59770  1.91127
H  2.19356  2.98779  2.86602
H  -1.71792  1.91950  1.25071
H  -0.76416  0.95025  2.16451
H  -1.68570  2.18566  2.97580
H  2.93132  3.69628  0.80354
H  3.05311  4.95857  -0.52367
H  3.02056  3.33999  -0.92201
H  1.57680  1.63591  0.08586
C  -3.38212  -9.84020  -3.41287
C  -2.54393  -8.59400  -3.03568
C  -3.58316  -7.63322  -2.36562
C  -2.91334  -6.46244  -1.57193
C  -1.89881  -7.11579  -0.62093
C  -0.84262  -8.19383  -1.14679
N  -1.54848  -9.06668  -2.08168
O  -0.73704  -10.13241  -2.44752
C  0.42358  -7.35673  -1.75792
C  -0.30149  -8.89666  0.16058
C  -1.96081  -7.93494  -4.36486
H  -4.07280  -10.16085  -2.63297
H  -2.85126  -10.77868  -3.57270
H  -4.00869  -9.49570  -4.23555
H  -4.37808  -7.46242  -3.09158
H  -4.06918  -8.27005  -1.62648
H  -3.68734  -6.00084  -0.95877
H  -2.33463  -5.75158  -2.16175
H  -2.43915  -7.56346  0.21317
H  -1.33907  -6.42185  0.00618
H  0.10874  -6.90326  -2.69778
H  0.60726  -6.48508  -1.12977
H  1.28032  -8.01731  -1.89116
H  -0.15635  -8.11959  0.91106
H  -1.18030  -9.45038  0.49100
H  0.46704  -9.65321  0.00224
H  -2.60734  -7.75260  -5.22326
H  -1.18619  -8.63324  -4.68179
H  -1.54465  -6.93766  -4.22227
H  -0.76580  -10.65657  -1.64376
C  8.92117  8.22944  -6.34725
C  10.39836  7.81933  -5.88668
C  10.84744  6.44336  -6.35344
C  11.29371  6.38272  -7.76085
C  12.42846  7.33498  -7.92028
C  12.13215  8.85308  -7.51868
N  11.45713  8.82393  -6.21509
O  11.12232  10.10190  -5.74042
C  13.44632  9.55232  -7.32479
C  11.34157  9.37599  -8.64281
C  10.33560  7.78358  -4.33867
H  8.38344  8.63900  -5.49214
H  8.16760  7.53627  -6.72104
H  9.08678  9.00706  -7.09289
H  11.75567  6.26535  -5.77766
H  10.09536  5.72228  -6.03325
H  10.42349  6.64299  -8.36340
H  11.67685  5.38120  -7.95642
H  12.84713  7.34168  -8.92665
H  13.22151  6.95721  -7.27495
H  13.95406  9.62403  -8.28664
H  13.25466  10.57424  -6.99762
H  14.07957  8.94746  -6.67575
H  11.27204  10.45603  -8.51328
H  11.83633  9.25980  -9.60708
H  10.31421  9.03049  -8.75800
H  11.34729  7.66107  -3.95191
H  9.64328  6.99093  -4.05495
H  9.95506  8.73398  -3.96450
H  10.46710  10.45209  -6.34841
C  -1.06533  -8.80164  11.04321
C  -0.40463  -8.62082  9.59910
C  -1.48703  -8.45008  8.45098
C  -2.28897  -7.17046  8.49648
C  -1.31230  -5.98901  8.25963
C  -0.14869  -6.01418  9.37122
N  0.45098  -7.41367  9.43868
O  1.66194  -7.43211  10.16190
C  0.93513  -5.04742  8.79204
C  -0.81459  -5.53037  10.71803
C  0.41783  -9.89107  9.24738
H  -1.92084  -8.15653  11.24331
H  -0.30578  -8.68143  11.81570
H  -1.40384  -9.81110  11.27665
H  -1.00414  -8.51368  7.47585
H  -2.00222  -9.38819  8.65748
H  -2.70997  -6.93936  9.47497
H  -2.90021  -7.22145  7.59544
H  -1.90675  -5.08486  8.12834
H  -0.84265  -6.17303  7.29336
H  0.69179  -3.99052  8.90084
H  1.83810  -5.26081  9.36407
H  1.22271  -5.19334  7.75083
H  -1.90194  -5.45456  10.72119
H  -0.46740  -6.01671  11.62964
H  -0.65122  -4.45684  10.81267
H  -0.13375  -10.82569  9.14574
H  1.31840  -9.94229  9.85930
H  0.77147  -9.84036  8.21759
H  2.29111  -7.76477  9.51763
C  -9.82946  0.29715  9.02787
C  -9.64799  -1.20720  9.28262
C  -9.13340  -1.46826  10.75358
C  -9.14813  -2.84869  11.22543
C  -10.63389  -3.33929  11.20520
C  -11.35115  -3.18570  9.81916
N  -10.93660  -1.96173  9.11639
O  -11.51449  -1.86393  7.89838
C  -11.18024  -4.50689  9.08688
C  -12.82554  -3.19170  10.09211
C  -8.58205  -1.80144  8.38037
H  -10.53734  0.66648  9.76989
H  -10.14221  0.51339  8.00634
H  -8.88112  0.82343  9.13637
H  -8.18769  -0.94976  10.91138
H  -9.84019  -0.85175  11.30896
H  -8.78618  -3.07999  12.22722
H  -8.65465  -3.57666  10.58151
H  -11.23920  -2.80203  11.93530
H  -10.80608  -4.33678  11.60952
H  -11.24090  -5.37996  9.73664
H  -11.82186  -4.59118  8.20977
H  -10.14704  -4.51571  8.73972
H  -13.07758  -4.07382  10.68070
H  -13.16156  -2.29285  10.60908
H  -13.49838  -3.18797  9.23456
H  -8.77773  -1.47469  7.35907
H  -8.62936  -2.89030  8.36447
H  -7.56109  -1.52355  8.64210
H  -11.99510  -1.03369  7.93467
C  -0.45282  -0.52251  -10.12805
C  0.28314  0.48902  -11.09699
C  -0.50174  1.79690  -10.88147
C  0.00792  3.07797  -11.49224
C  1.37695  3.25690  -10.97337
C  2.27932  2.04110  -11.18407
N  1.62094  0.81208  -10.60184
O  2.55639  -0.23040  -10.70914
C  2.68369  1.92735  -12.67238
C  3.56485  2.40958  -10.36717
C  0.30399  -0.04816  -12.54701
H  -1.53684  -0.41665  -10.08565
H  -0.09525  -0.50116  -9.09860
H  -0.34932  -1.55612  -10.45826
H  -1.58737  1.71363  -10.83089
H  -0.46986  2.16146  -9.85474
H  -0.51686  3.95553  -11.11461
H  -0.14335  2.98490  -12.56767
H  1.45111  3.66652  -9.96598
H  1.86957  4.08266  -11.48674
H  3.54982  2.54571  -12.90806
H  2.96401  0.92027  -12.98109
H  1.95887  2.33290  -13.37827
H  3.52124  2.31814  -9.28189
H  4.25962  1.60460  -10.60680
H  3.99748  3.37360  -10.63472
H  1.02489  -0.86275  -12.61648
H  0.48739  0.75868  -13.25658
H  -0.63404  -0.52459  -12.83198
H  2.47955  -0.35992  -11.65725
O  0.94887  14.52614  -0.97031
H  1.70029  14.79172  -0.44016
H  1.12343  13.61172  -1.19298
O  -4.71772  3.33823  -2.22998
H  -5.01094  2.46706  -2.49700
H  -3.83814  3.19837  -1.87924
O  -1.75900  9.40717  8.40583
H  -1.00894  9.20218  8.96405
H  -1.39639  9.44448  7.52076
O  -0.09589  12.59837  5.17504
H  0.63616  12.69201  4.56545
H  0.30514  12.65567  6.04229
O  5.40232  -1.43766  -5.72092
H  5.41493  -1.76013  -6.62208
H  4.52342  -1.07575  -5.60782
O  -5.42364  7.94895  -2.42541
H  -4.99132  7.92599  -3.27912
H  -5.48030  7.03093  -2.16035

Force components x, y, z for each atom (eV/Å):
C 0.1 -0.2 -0.8
C 0.6 -0.5 0.0
C -0.9 0.6 2.0
C -1.0 -0.2 -0.5
C 1.8 -1.9 1.3
C -1.1 -0.9 -1.7
N -2.1 2.5 0.8
O 0.6 0.1 0.5
C 0.5 0.8 0.1
C 0.2 -0.7 -0.4
C -0.1 -0.2 -0.9
H 0.4 0.2 0.3
H -0.1 -0.2 0.5
H -0.1 -0.1 0.0
H 0.3 -0.4 -0.7
H -0.1 -0.2 -0.4
H 0.5 0.6 -0.2
H 0.0 -0.1 0.3
H -0.1 0.2 -1.0
H 0.0 0.0 0.4
H -0.5 0.1 0.0
H -0.2 -0.2 -0.1
H -0.1 0.4 0.0
H 0.0 0.9 -0.2
H 0.5 0.0 0.4
H 0.3 0.4 0.2
H 0.0 0.4 0.0
H 0.0 0.3 0.6
H 0.0 -0.5 0.2
H 0.6 -1.1 -0.4
C -0.4 0.2 -0.1
C -0.7 -0.2 -1.1
C 1.5 -0.6 0.7
C 0.4 -1.4 -0.3
C 0.5 -1.0 1.0
C 0.8 2.7 -0.1
N -0.4 1.6 2.3
O 0.5 -0.3 -0.8
C -2.0 -0.7 0.0
C -2.2 -0.3 -1.4
C 0.5 -0.5 0.8
H 0.0 0.5 0.4
H 0.4 0.5 -0.8
H 0.0 -0.7 -0.4
H 0.3 0.7 -0.2
H 0.0 0.1 0.4
H 0.2 0.5 -0.2
H -0.6 0.2 -0.4
H -0.5 -0.7 -0.3
H 0.3 0.7 -0.7
H 0.2 -0.3 -0.3
H 0.4 -0.4 0.4
H 0.0 0.3 0.0
H 0.7 -0.3 -0.1
H -0.1 -0.3 0.4
H 0.5 0.6 0.1
H -0.7 -0.6 0.3
H 0.3 0.3 -0.3
H 0.4 -0.1 0.5
H 0.0 -0.5 -0.1
C 0.9 0.6 0.1
C -1.1 0.5 0.7
C 0.5 0.4 1.5
C -0.8 -0.1 -0.5
C 0.9 1.3 0.5
C 0.1 -3.4 0.5
N -0.3 -1.2 0.3
O 0.2 0.0 0.0
C 0.2 0.2 -0.8
C -0.9 2.1 -1.1
C 0.1 0.3 -0.7
H 0.3 0.5 0.0
H 0.8 -0.7 -0.4
H -0.6 0.1 -0.1
H 0.0 -0.4 0.5
H 0.0 -0.1 -0.3
H 0.1 -0.3 -0.7
H -0.4 -0.1 -0.4
H -0.1 0.0 -0.1
H 0.2 0.1 0.2
H 0.1 0.0 -0.1
H 0.3 -0.1 0.4
H -0.1 0.5 0.3
H -0.2 0.4 -0.1
H 0.1 -0.2 0.1
H 0.2 -0.4 0.2
H -0.1 -0.3 0.2
H 0.2 -0.1 0.3
H 0.0 -0.1 0.0
H -0.4 0.3 -0.2
C 0.6 -0.1 -0.6
C -0.5 0.5 -0.2
C 1.0 -1.0 2.1
C 1.5 0.6 -0.5
C 0.7 -2.0 0.4
C -1.4 0.2 -1.1
N -0.9 0.6 -1.3
O -0.4 -0.1 0.7
C 0.5 -0.6 1.3
C 0.6 1.0 -0.5
C 0.4 0.8 -0.7
H 0.2 0.3 -0.1
H 0.2 0.6 -0.1
H -0.2 -0.3 -0.7
H 0.2 -0.1 0.1
H -1.0 0.2 -0.6
H -0.9 -0.6 -0.4
H -1.0 0.3 0.6
H 0.5 0.4 0.7
H 0.2 0.1 -0.1
H -0.3 -0.1 0.2
H 0.2 0.4 0.1
H -0.5 -0.5 -0.1
H -0.2 -1.0 -0.2
H 0.1 -0.1 -0.2
H 0.8 0.2 0.2
H -0.3 0.1 1.1
H -0.3 -0.5 0.3
H 0.3 0.7 -0.2
H 0.1 0.1 -0.1
C 0.0 -0.7 0.3
C 0.8 -2.1 0.6
C -0.8 2.8 -0.7
C -2.1 -3.0 0.1
C -0.3 1.0 0.0
C 0.1 -0.7 0.9
N 0.9 0.5 3.2
O -0.3 0.2 -2.0
C 1.9 0.0 -1.2
C -1.6 1.1 0.5
C 0.0 -0.1 -1.2
H -0.1 0.3 -0.2
H -0.3 -0.1 0.0
H 0.1 -0.1 0.2
H 0.2 -0.1 -0.4
H -0.1 -0.2 0.7
H 0.3 0.7 0.1
H 0.6 0.3 -0.3
H 0.2 0.8 0.0
H 0.5 -0.4 -0.6
H -0.5 0.2 0.0
H 0.0 -0.1 0.1
H 0.2 -0.3 -0.4
H -0.1 0.1 0.1
H 0.2 0.1 0.5
H 0.5 -0.3 -0.5
H 0.2 -0.1 -0.2
H 0.0 0.0 0.1
H 0.0 0.2 0.1
H -0.4 0.1 -0.2
C 0.6 -0.7 -0.5
C -1.3 0.0 1.0
C -1.1 1.2 1.5
C -1.1 -0.3 -0.5
C 1.7 0.6 -1.2
C 0.2 1.0 1.2
N 0.9 1.9 0.9
O -0.8 -0.3 -0.4
C 0.2 0.4 -0.3
C 0.3 -2.0 -0.3
C -0.7 0.2 0.4
H 0.0 0.6 -0.3
H 0.2 0.4 -0.1
H 0.4 -0.1 -0.1
H -0.2 -0.6 -1.4
H 0.8 -1.2 0.9
H -0.7 -0.2 -0.3
H 0.6 0.6 -0.3
H -0.6 -0.8 0.5
H 0.1 0.1 -0.5
H 0.3 0.0 0.4
H -0.1 0.0 0.0
H -0.4 -0.3 0.2
H -0.8 0.3 0.0
H 0.6 0.3 -0.2
H -0.2 -0.1 -0.2
H 0.2 0.1 -0.3
H 0.2 -0.3 0.0
H -0.2 0.2 0.2
H 0.9 -1.0 -0.4
O -0.2 0.1 0.0
H 0.2 0.1 0.1
H 0.0 -0.2 -0.1
O -0.1 0.2 0.0
H -0.1 -0.2 -0.1
H 0.3 0.0 0.1
O -0.2 0.0 0.1
H 0.2 -0.1 0.2
H 0.0 0.0 -0.3
O -0.2 -0.1 0.0
H 0.1 0.0 -0.2
H 0.0 0.0 0.3
O 0.2 0.0 0.2
H 0.0 -0.1 -0.2
H -0.2 0.1 0.1
O -0.1 0.2 0.1
H 0.1 0.0 -0.2
H 0.0 -0.3 0.1

Results of the Mulliken charge analysis, in e, for atoms 1 through 99: atom 1 (C): -1.845, atom 2 (C): 1.346, atom 3 (C): -1.060, atom 4 (C): -0.722, atom 5 (C): -1.196, atom 6 (C): 1.750, atom 7 (N): 0.024, atom 8 (O): -0.402, atom 9 (C): -1.639, atom 10 (C): -1.892, atom 11 (C): -1.722, atom 12 (H): 0.410, atom 13 (H): 0.344, atom 14 (H): 0.375, atom 15 (H): 0.445, atom 16 (H): 0.375, atom 17 (H): 0.370, atom 18 (H): 0.338, atom 19 (H): 0.456, atom 20 (H): 0.367, atom 21 (H): 0.427, atom 22 (H): 0.319, atom 23 (H): 0.417, atom 24 (H): 0.373, atom 25 (H): 0.402, atom 26 (H): 0.431, atom 27 (H): 0.295, atom 28 (H): 0.395, atom 29 (H): 0.488, atom 30 (H): 0.335, atom 31 (C): -1.748, atom 32 (C): 1.325, atom 33 (C): -1.302, atom 34 (C): -0.734, atom 35 (C): -1.384, atom 36 (C): 1.119, atom 37 (N): 0.409, atom 38 (O): -0.470, atom 39 (C): -1.433, atom 40 (C): -1.783, atom 41 (C): -1.534, atom 42 (H): 0.431, atom 43 (H): 0.354, atom 44 (H): 0.413, atom 45 (H): 0.436, atom 46 (H): 0.428, atom 47 (H): 0.394, atom 48 (H): 0.343, atom 49 (H): 0.492, atom 50 (H): 0.527, atom 51 (H): 0.341, atom 52 (H): 0.347, atom 53 (H): 0.337, atom 54 (H): 0.363, atom 55 (H): 0.515, atom 56 (H): 0.386, atom 57 (H): 0.382, atom 58 (H): 0.414, atom 59 (H): 0.280, atom 60 (H): 0.356, atom 61 (C): -1.364, atom 62 (C): 1.636, atom 63 (C): -1.395, atom 64 (C): -0.508, atom 65 (C): -1.396, atom 66 (C): 1.751, atom 67 (N): 0.006, atom 68 (O): -0.463, atom 69 (C): -1.888, atom 70 (C): -1.795, atom 71 (C): -1.982, atom 72 (H): 0.403, atom 73 (H): 0.289, atom 74 (H): 0.258, atom 75 (H): 0.410, atom 76 (H): 0.426, atom 77 (H): 0.292, atom 78 (H): 0.375, atom 79 (H): 0.452, atom 80 (H): 0.399, atom 81 (H): 0.386, atom 82 (H): 0.414, atom 83 (H): 0.401, atom 84 (H): 0.480, atom 85 (H): 0.387, atom 86 (H): 0.322, atom 87 (H): 0.454, atom 88 (H): 0.417, atom 89 (H): 0.448, atom 90 (H): 0.386, atom 91 (C): -1.619, atom 92 (C): 1.427, atom 93 (C): -1.273, atom 94 (C): -0.465, atom 95 (C): -1.257, atom 96 (C): 1.374, atom 97 (N): 0.293, atom 98 (O): -0.482, atom 99 (C): -1.787